{
  "formula": "C20H28ClF5N2O3RuTe",
  "method": "wB97M-V/def2-TZVPD",
  "species": ["C", "H", "H", "N", "F", "C", "H", "H", "H", "H", "O", "H", "Cl", "H", "C", "F", "C", "F", "H", "H", "C", "H", "H", "H", "O", "H", "H", "H", "H", "H", "H", "C", "F", "C", "H", "C", "F", "C", "C", "N", "C", "C", "H", "C", "Te", "C", "Ru", "C", "C", "C", "O", "C", "H", "H", "C", "H", "C", "H", "H", "H", "H"],
  "xyz": [[3.33086, 1.29195, -0.33941], [1.72240, -3.06281, 0.77898], [-2.34790, -2.59296, -2.09105], [1.14231, 2.15884, 0.50119], [-1.07055, 0.95540, 5.63670], [-2.40651, -3.89674, 0.22015], [-2.91787, -1.93823, 2.11655], [1.60007, -0.58039, 1.39285], [-4.25075, -2.00462, 0.95680], [-0.59432, 2.84952, 2.63212], [-0.72869, 0.44475, -0.97134], [2.56074, 2.27533, -3.06534], [0.44627, -0.22600, 2.79347], [2.99035, 1.20299, -4.40351], [1.75477, -0.71844, -0.47172], [-2.50582, -1.25723, 4.64087], [3.10137, 1.34132, -3.31990], [-2.67963, 2.66196, 4.11871], [-0.26772, 4.57387, 2.36239], [-0.71427, 3.41575, -1.12685], [0.40495, 3.39400, 0.74186], [-2.67086, -4.12079, 1.25456], [1.55548, -4.22582, -0.51185], [1.50047, -4.22821, -2.81668], [-0.98297, -4.36136, -0.02162], [-0.04359, -3.38403, -2.98989], [1.72151, 5.09548, 1.11792], [-1.67277, 2.79499, 0.22931], [-2.55543, -0.90756, -1.55950], [1.76522, -0.87325, -4.27063], [1.07053, 3.47617, 2.77140], [-0.88796, 3.51031, -0.05049], [-3.65881, 0.83594, 5.75836], [1.43415, 4.44146, 0.29065], [-1.29059, 4.51964, 0.13264], [1.04500, -3.27888, -3.16389], [-4.14363, 0.47697, 3.21888], [0.12951, 3.55856, 2.21996], [-2.37178, -2.37399, 0.05808], [-0.94919, -2.16321, 0.25489], [1.98568, -0.92973, -3.16802], [1.61367, -2.07985, -2.42178], [1.10120, 5.00536, -0.57834], [2.35680, 2.37039, 0.02629], [-2.48549, 0.69167, 4.29076], [2.60083, 0.16048, -2.51036], [0.29734, 0.10233, 0.45625], [-2.81521, -1.94260, -1.33064], [1.63144, -2.06912, -1.03881], [-3.21986, -1.66455, 1.09977], [2.65903, 3.66936, -0.11692], [1.25209, -3.24326, -0.18021], [4.17065, 1.54718, -3.11191], [-3.89629, -2.07299, -1.39145], [-0.24908, -3.22847, 0.02525], [-3.23358, -0.56665, 1.04272], [2.67070, 0.20744, -1.12772], [1.17718, -3.21635, -4.25333], [-3.03308, -4.40952, -0.50821], [4.19445, 1.75988, -0.80863], [3.65720, 0.82832, 0.57967]],
  "forces_ev_per_a": [[-0.4, 0.7, 0.2], [0.0, -0.2, 0.4], [-0.1, 0.2, 0.1], [2.7, -0.3, -1.0], [-0.2, 0.0, 0.2], [0.7, -0.3, 0.0], [0.0, 0.1, -0.1], [0.8, -0.4, -0.7], [0.0, 0.1, 0.1], [0.1, 0.1, -0.2], [-1.1, 0.5, -0.8], [0.2, -0.5, 0.0], [0.1, -0.3, 1.7], [0.0, -0.2, 0.3], [4.5, -2.7, -0.1], [-0.2, 0.1, 0.3], [0.4, 0.5, 0.0], [-0.2, 0.1, 0.2], [0.0, -0.2, 0.2], [0.0, -0.1, 0.1], [0.4, 0.1, -0.1], [0.1, -0.4, -0.1], [0.2, -0.1, -0.4], [-0.2, 0.5, -0.2], [-0.9, 0.0, -0.3], [0.4, 0.2, 0.1], [0.1, 0.0, -0.3], [0.4, 0.0, 0.1], [0.1, -0.1, 0.2], [0.5, -0.2, 1.3], [-0.1, 0.0, 0.1], [-0.4, 0.3, -0.4], [0.3, 0.0, -0.4], [0.9, -0.4, -0.2], [0.1, -0.2, 0.0], [0.0, -0.5, 0.1], [-0.2, 0.0, 0.2], [0.0, 0.3, 0.4], [0.2, -0.3, 0.3], [2.5, 0.1, -0.8], [-0.2, 0.1, 0.2], [-0.1, -0.2, -1.2], [0.2, 0.1, 0.0], [-3.6, 0.7, 1.5], [0.3, -0.1, -0.5], [0.2, 0.1, -1.1], [-2.8, 0.6, 0.1], [0.3, -0.3, -0.6], [-0.1, 2.2, -0.5], [-0.2, -0.2, 0.5], [-0.4, 0.5, 0.0], [-1.1, 0.6, 0.6], [-0.4, -0.1, -0.2], [-0.1, 0.0, -0.1], [-2.3, 1.5, 1.0], [0.2, -0.4, -0.2], [-2.0, -1.3, -0.4], [0.1, 0.1, 0.4], [0.1, -0.1, 0.2], [-0.1, -0.2, -0.2], [0.2, 0.0, 0.5]],
  "lowdin_spin": [0.023, 0.002, 0.000, 0.102, 0.003, 0.004, 0.000, 0.081, 0.000, 0.000, 0.924, -0.002, 0.315, 0.000, 0.064, 0.002, -0.004, 0.002, 0.000, 0.001, 0.011, 0.000, 0.002, -0.001, 0.001, -0.002, 0.001, 0.000, 0.002, 0.008, 0.000, 0.003, 0.001, 0.006, 0.000, -0.005, 0.003, 0.001, 0.007, 0.087, 0.146, -0.004, 0.001, 0.018, 0.006, -0.003, 2.894, 0.004, 0.130, 0.000, 0.007, 0.019, -0.002, 0.000, 0.007, 0.000, 0.132, 0.000, 0.001, 0.002, 0.004],
  "total_charge": -1,
  "energy_ev": -66300.553,
  "spin_multiplicity": 6
}


{
  "formula": "C20H28F3N3O2",
  "method": "wB97M-V/def2-TZVPD",
  "species": ["H", "C", "C", "H", "H", "O", "C", "C", "H", "H", "C", "C", "H", "C", "H", "C", "N", "H", "C", "C", "H", "H", "H", "H", "H", "H", "F", "H", "H", "H", "C", "H", "N", "H", "H", "F", "H", "O", "H", "C", "C", "C", "H", "C", "H", "C", "H", "H", "C", "H", "C", "C", "F", "H", "C", "N"],
  "xyz": [[0.23943, -0.23842, 3.32611], [-2.02553, -2.80206, 1.21836], [-0.85046, 0.86527, 1.40900], [0.13958, -1.36462, -3.94757], [-0.67601, 2.61721, 0.25099], [-1.40559, 1.11281, 2.46018], [-3.41245, -2.79034, 1.12107], [3.19915, 3.68183, -1.61467], [0.62033, -2.81332, 1.72278], [0.55020, -0.21372, 0.39723], [-0.83037, 1.02705, -1.20476], [0.61487, -0.77539, 2.45139], [1.89104, -0.01977, -2.79942], [2.55931, 2.43536, -0.99507], [-4.13312, -1.29127, 4.05235], [-1.38132, -2.28129, 2.34079], [0.15142, -0.03296, 1.30553], [3.12313, 0.37672, -0.63272], [0.11452, -2.23145, 2.49072], [-0.15052, -0.54294, -3.29307], [-3.88990, -3.19319, 0.24237], [1.10814, -1.13536, -1.67097], [3.14440, 2.91359, 1.02847], [-1.78560, -1.78888, -2.71770], [-1.24909, 1.69612, -1.98355], [4.45535, 1.52532, -0.52169], [-1.98435, -3.75204, -0.96614], [1.70951, -0.76906, 2.46623], [-0.34974, 0.34328, -3.91042], [1.72825, 1.86705, 0.92166], [-1.24458, -3.42699, 0.10399], [0.39180, -2.65354, 3.45962], [-1.32905, -0.90533, -2.54808], [4.09544, 3.95743, -1.06458], [0.57595, 2.96119, -1.60804], [-0.63503, -4.57657, 0.48070], [-5.24679, -2.22203, 2.04748], [-2.48817, -0.64294, -0.63583], [3.83156, 1.06602, -2.10115], [-1.61760, -0.26998, -1.39319], [0.95932, -0.23644, -2.27890], [2.23111, 2.71681, 0.47147], [2.51019, 4.52329, -1.58696], [1.26545, 2.13233, -1.78428], [3.47766, 3.50151, -2.65109], [3.55059, 1.27384, -1.07066], [1.58844, 3.58979, 0.56227], [1.50294, 2.13548, -2.85806], [-2.17074, -1.75145, 3.35560], [-2.25345, 1.83676, 0.17753], [-3.54710, -1.72430, 3.25614], [-1.17808, 1.65299, 0.14873], [-0.24737, -2.65728, -0.38750], [-1.69116, -1.34187, 4.23080], [-4.17174, -2.24405, 2.13523], [0.61587, 0.87980, -1.40873]],
  "forces_ev_per_a": [[0.2, -0.1, -0.1], [-0.1, 0.0, 0.1], [0.1, 0.2, -0.3], [0.0, 0.0, 0.0], [0.0, 0.0, 0.0], [-0.2, 0.2, 0.2], [0.1, -0.1, 0.0], [-0.1, -0.2, 0.1], [0.0, 0.0, 0.1], [0.1, 0.2, 0.0], [-0.3, 0.3, 0.4], [0.0, -0.2, 0.2], [0.0, 0.0, 0.1], [0.0, 0.1, -0.1], [-0.1, 0.0, 0.1], [-0.1, -0.2, -0.1], [0.2, -0.5, 0.0], [0.0, -0.2, 0.1], [0.1, 0.3, 0.0], [0.4, 0.3, 0.1], [0.0, 0.0, -0.1], [0.1, 0.0, -0.1], [0.1, 0.0, 0.1], [0.0, 0.1, 0.1], [0.1, -0.1, 0.1], [0.1, 0.0, 0.1], [-0.4, 0.0, -0.1], [-0.1, 0.0, 0.1], [0.1, -0.1, -0.1], [-0.1, -0.1, 0.1], [0.3, -0.4, -0.1], [0.0, 0.0, 0.0], [-0.2, -0.3, -0.2], [0.1, 0.1, 0.1], [0.0, 0.0, 0.0], [0.0, 0.0, 0.2], [-0.1, 0.0, 0.0], [-0.2, 0.2, 0.2], [0.1, -0.1, -0.1], [-0.1, 0.0, -0.3], [0.0, -0.3, -0.4], [0.0, -0.1, -0.3], [-0.1, 0.1, 0.0], [0.3, 0.1, 0.2], [0.1, 0.0, -0.1], [-0.2, 0.2, 0.0], [-0.1, 0.1, 0.0], [-0.1, 0.0, 0.0], [0.0, -0.1, -0.1], [0.1, 0.0, 0.1], [0.0, 0.0, 0.0], [-0.2, -0.1, -0.2], [0.2, 0.3, 0.1], [0.1, 0.1, 0.1], [0.0, -0.1, 0.0], [-0.1, 0.0, -0.1]],
  "nbo_charge": [0.231, -0.195, 0.702, 0.220, 0.230, -0.638, -0.144, -0.604, 0.217, 0.418, -0.150, -0.218, 0.212, -0.056, 0.215, 0.111, -0.644, 0.209, -0.456, -0.240, 0.226, 0.201, 0.210, 0.415, 0.206, 0.214, -0.330, 0.195, 0.188, 0.228, 0.984, 0.220, -0.615, 0.213, 0.200, -0.334, 0.214, -0.618, 0.201, 0.681, -0.222, -0.619, 0.207, -0.199, 0.204, -0.610, 0.204, 0.180, -0.211, 0.256, -0.179, -0.494, -0.348, 0.213, -0.218, -0.483],
  "total_charge": 0,
  "energy_ev": -37914.366,
  "smiles": "CC(C)(C)CN1CCNC(=O)[C@H]1CC(=O)NCCc1ccccc1C(F)(F)F"
}


{
  "formula": "C20H28F6GeN2ORhTe",
  "method": "wB97M-V/def2-TZVPD",
  "species": ["C", "C", "C", "H", "F", "H", "F", "H", "N", "N", "O", "H", "H", "H", "H", "C", "C", "C", "H", "H", "C", "H", "H", "Rh", "C", "H", "H", "H", "H", "H", "H", "C", "Te", "F", "F", "H", "H", "H", "F", "C", "H", "H", "C", "C", "H", "F", "C", "H", "C", "C", "C", "C", "C", "Ge", "H", "H", "C", "C", "H", "H"],
  "xyz": [[4.50248, -0.11670, 0.54605], [6.49170, 0.90525, -1.18017], [-0.10601, 0.17157, 2.39281], [1.88920, 2.36051, 5.30826], [-0.04695, -1.39720, -1.76236], [-1.67354, 1.94618, 4.77766], [-3.13230, -0.73252, 0.99609], [1.36888, -0.66528, 6.24275], [0.61140, 2.20884, -1.31342], [1.60455, 1.61562, -0.64149], [-1.08772, 0.71786, -0.17888], [2.12125, -1.29194, 4.76250], [2.57401, 1.79753, 3.76393], [7.17898, 1.97884, 0.54032], [0.36952, 3.87615, -2.57828], [5.47922, 1.25617, 2.45077], [1.04196, 3.28076, -1.98404], [1.65678, 2.07400, 4.28014], [-3.73220, 0.13141, -2.12666], [5.55088, -0.29130, -2.67962], [5.53764, 0.01036, -1.63648], [6.28962, 1.96828, 2.61563], [3.64768, 2.02889, -0.47266], [0.82864, 0.21487, 0.85471], [-3.07586, 0.72483, -1.49120], [-3.64119, 1.12487, -0.65163], [-0.31446, 1.75830, -1.14641], [7.54529, 2.54966, -2.09622], [4.53107, 1.73138, 2.70553], [3.43305, -2.34915, -0.80481], [-1.91922, 0.26115, 5.24826], [5.47257, 0.78157, 1.02299], [2.97383, -0.86759, 1.83503], [-0.65968, 0.32524, -2.90680], [-1.58456, -2.10442, 0.36921], [2.53952, -0.97952, -1.41211], [-0.94616, 1.32985, 6.27082], [-2.67383, 1.55779, -2.06575], [-1.86874, -1.46737, -2.92056], [-1.19648, 1.07916, 5.23758], [7.39591, 1.12117, -3.12210], [-1.18847, 0.23805, 2.22099], [2.40081, 3.38906, -1.75253], [2.70339, 2.31772, -0.90171], [8.54913, 1.13782, -1.78664], [-3.41682, -1.95476, -0.76038], [-1.11296, -0.67778, -2.12288], [3.80256, -1.70002, -2.42204], [4.54765, -0.50667, -0.80112], [7.55142, 1.45755, -2.09673], [3.53017, -1.43942, -1.39779], [-1.89478, -0.07990, -0.92303], [1.18368, -0.96412, 5.20858], [0.42120, 0.55615, 4.23076], [3.07660, 4.12814, -2.14584], [5.59701, 0.42084, 3.14322], [6.44374, 1.27634, 0.15746], [-2.49130, -1.23492, -0.07545], [0.48376, -1.80087, 5.21040], [1.21439, 2.92752, 3.76403]],
  "forces_ev_per_a": [[0.0, 0.0, 0.0], [0.0, 0.0, 0.0], [0.1, -0.1, 0.0], [0.0, 0.0, 0.0], [0.0, 0.0, 0.0], [0.0, 0.0, 0.0], [0.0, 0.0, 0.0], [0.0, 0.0, 0.0], [0.3, 0.3, -0.1], [0.0, 0.0, -0.1], [-0.1, -0.1, -0.1], [0.0, 0.0, 0.0], [0.0, 0.0, 0.0], [0.0, 0.0, 0.0], [0.0, 0.0, 0.0], [0.0, 0.0, 0.0], [0.0, -0.1, 0.0], [0.0, 0.0, 0.0], [0.0, 0.0, 0.0], [0.0, 0.0, 0.0], [0.0, 0.0, 0.0], [0.0, 0.0, 0.0], [0.0, 0.0, 0.0], [0.0, 0.1, 0.0], [0.0, 0.0, 0.0], [0.0, 0.0, 0.0], [-0.1, 0.2, 0.2], [0.0, 0.0, 0.0], [0.0, 0.0, 0.0], [0.0, 0.0, 0.0], [0.0, 0.0, 0.0], [0.0, 0.0, 0.0], [0.0, 0.0, 0.0], [-0.1, -0.1, -0.1], [0.0, 0.0, 0.0], [0.0, 0.0, 0.0], [0.0, 0.0, 0.0], [0.0, 0.0, 0.0], [0.0, 0.0, 0.0], [0.0, 0.0, 0.0], [0.0, 0.0, 0.0], [0.0, 0.0, 0.0], [0.0, 0.0, 0.0], [0.0, 0.1, 0.0], [0.0, 0.0, 0.0], [0.0, 0.0, 0.0], [-0.1, -0.1, 0.0], [0.0, 0.0, 0.0], [0.0, 0.0, 0.0], [0.0, 0.0, 0.0], [0.0, 0.0, 0.0], [-0.1, -0.1, 0.0], [0.0, 0.0, 0.0], [0.0, 0.1, 0.0], [0.0, 0.0, 0.0], [0.0, 0.0, 0.0], [0.0, 0.0, 0.0], [0.0, 0.0, 0.0], [0.0, 0.0, 0.0], [0.0, 0.0, 0.0]],
  "nbo_charge": [-0.282, -0.033, -0.621, 0.211, -0.313, 0.221, -0.331, 0.214, -0.328, -0.316, -0.861, 0.245, 0.242, 0.191, 0.209, -0.634, -0.043, -1.084, 0.216, 0.192, -0.258, 0.194, 0.233, 0.391, -0.637, 0.228, 0.463, 0.209, 0.230, 0.234, 0.220, -0.035, -0.120, -0.340, -0.308, 0.233, 0.213, 0.214, -0.339, -1.087, 0.207, 0.163, -0.363, -0.025, 0.208, -0.345, 0.949, 0.195, 0.069, -0.620, -0.659, 0.114, -1.084, 1.549, 0.219, 0.225, -0.240, 0.954, 0.222, 0.225],
  "total_charge": -1,
  "energy_ev": -109346.093
}


{
  "formula": "C20H28MoN3O9S",
  "method": "wB97M-V/def2-TZVPD",
  "species": ["H", "C", "O", "C", "C", "C", "C", "O", "H", "H", "H", "H", "H", "H", "N", "H", "H", "C", "O", "H", "O", "C", "O", "H", "O", "H", "H", "H", "H", "C", "S", "H", "H", "C", "Mo", "C", "H", "H", "C", "N", "H", "H", "C", "O", "N", "O", "C", "C", "H", "C", "C", "H", "H", "C", "H", "H", "H", "C", "O", "H", "C", "C"],
  "xyz": [[0.80029, 0.95164, -1.74771], [4.51698, -1.29506, -0.79188], [-3.63010, 3.82431, 2.53261], [3.91080, -0.07798, -1.12405], [-4.13007, 1.78277, 1.20779], [2.44334, 2.30467, 2.20700], [1.51451, 1.77602, -0.07831], [-1.70449, 1.68051, -1.60026], [-3.05154, 4.52897, 2.85707], [-2.84393, -2.62688, -4.09658], [-3.26800, -2.83419, 0.03119], [3.83402, 2.94671, 3.70902], [-4.33589, -4.27406, -3.36843], [6.57091, 1.99457, -0.64635], [1.64124, 0.94890, -1.18237], [-3.72748, -1.40395, -3.40905], [4.57426, 2.66406, 2.13274], [6.58539, -0.13663, -0.32630], [-2.04590, -0.45710, -0.48186], [1.69888, 1.85262, 2.87155], [-1.96253, -2.07292, 1.78440], [-2.63967, -0.75502, -1.53904], [-0.61802, 0.14779, 1.29348], [2.81551, 0.65586, 0.97781], [-3.30767, -0.07158, -2.38437], [-4.18779, -0.65987, 1.70568], [7.62668, -0.15945, -0.01292], [-1.58660, -2.56153, -2.20520], [4.37145, 0.20130, 2.46273], [-4.75101, -3.22001, -1.51325], [0.29652, 2.91995, -0.11050], [-4.56025, 1.32647, 2.12620], [-2.87307, -4.17457, -1.05682], [-2.08365, -0.99227, 1.31005], [-1.63260, 1.41177, 0.08743], [3.83281, 2.27652, 2.84120], [-5.28983, -2.31248, -1.21568], [2.15694, 3.34740, 2.03819], [-2.61117, -2.24666, -1.98521], [-3.42579, -2.40793, -3.28617], [-4.97012, 2.27656, 0.67987], [3.95144, -2.22280, -0.85135], [5.85184, -1.32166, -0.38644], [-3.71616, 1.30481, 0.07717], [2.40306, 1.57764, 0.94156], [-2.00150, 2.66457, 1.59376], [4.25964, 0.89117, 3.30405], [-4.59287, -3.26953, -3.01846], [4.21083, 2.05497, -1.37901], [4.65706, 1.10619, -1.09082], [-3.50128, -0.50133, 0.84046], [3.53090, 0.46906, 4.00288], [6.32133, -2.26718, -0.12576], [2.49322, -0.08806, -1.55626], [-5.45476, -2.88288, -3.56764], [5.22603, 0.94832, 3.81527], [-3.85795, -1.21063, 0.06346], [5.99158, 1.07488, -0.68197], [2.06881, -1.02232, -2.23257], [-5.30096, -4.08287, -1.12666], [-3.31731, -3.17287, -1.00795], [-3.17626, 2.87127, 1.69258]],
  "forces_ev_per_a": [[-0.1, 0.1, -0.1], [0.2, 0.0, 0.1], [-1.0, -1.1, -1.5], [0.5, 0.3, 0.2], [-4.3, 6.2, 1.6], [-0.2, 0.5, 0.2], [2.6, -1.7, 1.2], [0.4, 0.8, 2.0], [0.7, -0.4, -0.3], [-0.2, -0.3, 0.3], [0.3, -0.3, -0.4], [-0.1, 0.0, -0.2], [-0.2, 0.1, 0.1], [-0.1, -0.2, 0.0], [-0.8, 0.5, 0.0], [0.2, 0.0, 0.2], [-0.2, 0.1, 0.0], [-0.2, 0.0, 0.0], [3.7, -1.2, -5.2], [0.1, 0.1, 0.1], [1.2, 1.5, -0.6], [-2.4, -0.2, -5.8], [-4.0, -0.4, -0.6], [0.3, 0.1, -0.2], [1.4, -0.9, 2.6], [0.3, 0.6, -0.3], [-0.2, 0.0, 0.0], [-0.1, 0.2, 0.2], [0.1, -0.1, 0.0], [-0.3, 0.0, 0.2], [1.3, 1.5, 0.5], [0.7, -0.7, -0.6], [-0.1, 0.2, 0.1], [-0.6, -0.8, 2.1], [0.3, -1.9, -3.6], [0.1, -0.2, 0.0], [0.0, -0.1, -0.1], [-0.1, -0.3, -0.2], [0.6, -0.6, 0.2], [0.8, 1.8, 0.6], [-1.0, 1.0, 2.0], [0.0, 0.3, 0.0], [-0.2, 0.2, -0.1], [3.6, -2.0, -2.8], [-1.6, 0.3, -1.4], [3.0, 1.5, 0.2], [0.1, -0.1, 0.1], [-0.4, -0.7, -0.4], [0.0, -0.2, 0.0], [0.3, -0.1, 0.3], [-0.8, -4.1, 4.5], [0.1, 0.0, -0.1], [-0.1, 0.2, 0.0], [0.3, -2.1, -0.4], [0.2, -0.2, 0.0], [-0.1, -0.1, -0.1], [0.0, 1.2, 1.0], [-0.2, -0.1, -0.1], [0.0, 1.5, 0.7], [0.1, 0.2, -0.1], [0.1, -0.8, 0.3], [-3.7, 1.0, 4.0]],
  "lowdin_spin": [0.000, 0.000, 0.000, 0.000, 0.020, 0.001, 0.026, 0.001, 0.001, 0.000, 0.002, 0.000, 0.000, 0.000, 0.015, 0.000, 0.000, 0.000, 0.050, 0.001, 0.053, 0.009, 0.067, 0.001, 0.007, 0.030, 0.000, 0.000, 0.000, 0.000, 0.011, 0.000, 0.000, 0.044, 0.759, 0.000, 0.000, 0.000, 0.002, 0.001, 0.003, 0.000, 0.000, 0.301, 0.015, 0.034, 0.000, 0.000, 0.000, 0.000, 0.519, 0.000, 0.000, 0.002, 0.000, 0.000, 0.012, 0.000, 0.006, 0.000, 0.002, 0.005],
  "total_charge": 1,
  "energy_ev": -56769.687,
  "spin_multiplicity": 3
}